# C3H9NS2

A molecular structure, C3H9NS2 (ωB97M-V with the def2-TZVPD basis set, the Open Molecules 2025 dataset).

Positions of all 15 atoms, in Å:
S -1.145 3.781 2.468
S 0.046 -3.040 -1.114
C 0.665 -0.972 -1.514
C -0.091 0.087 -0.681
N -0.441 -0.071 0.741
C -0.176 1.075 1.598
H 1.229 -3.386 -1.525
H 1.287 -0.471 -2.249
H -0.093 -1.541 -1.951
H -1.073 -0.057 -1.168
H 0.199 1.114 -0.944
H -0.027 -0.971 0.962
H -0.809 2.001 1.372
H 0.816 1.483 1.350
H -0.387 0.968 2.657

Atoms 1-3, force components in eV/Å:
-0.15 0.55 0.21
1.12 0.19 1.78
-1.58 0.37 1.36

Computed properties:
Total charge: -1
E in eV: -26412.2528
Expectation value of S²: 0.75
Relative energy (zero: lowest compared OMol25 entry of this formula, charge and spin) in kJ/mol: 530.2
2S+1: 2
Orbital gap (spin up / spin down) in eV: 4.53 / 4.10
F_max in eV/A: 3.87

# C3H9NS2

A gas-phase ion, C3H9NS2 (charge -1) (ωB97M-V with the def2-TZVPD basis set, the Open Molecules 2025 dataset).

Positions of all 15 atoms, in Å:
S 3.679 0.571 -1.124
S 1.915 -0.384 0.480
C 0.950 0.821 -0.204
C -0.496 0.524 0.047
C -1.099 -0.824 0.116
N -2.542 -0.618 0.375
H 4.500 -0.218 -0.335
H 1.085 1.874 0.187
H 1.086 0.887 -1.281
H -0.579 0.865 1.147
H -1.262 1.112 -0.564
H -0.902 -1.290 -0.802
H -0.640 -1.307 0.867
H -3.015 -1.280 -0.226
H -2.680 -0.734 1.317

Atoms 1-3, force components in eV/Å:
1.41 -0.69 0.50
1.80 -1.84 1.38
-1.95 2.36 -1.44

Computed properties:
Total charge: -1
E in eV: -26416.6349
Expectation value of S²: 0.75
Relative energy (zero: lowest compared OMol25 entry of this formula, charge and spin) in kJ/mol: 107.4
2S+1: 2
Orbital gap (spin up / spin down) in eV: 5.61 / 6.57
F_max in eV/A: 3.98

# C3H9NS2

2 unconnected molecules or ions with the total composition C3H9NS2 (ωB97M-V with the def2-TZVPD basis set, the Open Molecules 2025 dataset).

Positions of all 15 atoms, in Å:
C -1.274 1.279 -1.038
S -2.156 0.146 0.073
S -1.008 -1.562 -0.027
H -1.987 2.051 -1.308
H -0.381 1.659 -0.569
H -0.983 0.749 -1.940
H -0.380 -1.430 1.148
C 1.937 1.243 1.066
C 2.191 0.418 0.049
N 3.353 -0.354 -0.084
H 2.684 1.491 1.809
H 0.919 1.573 1.195
H 1.437 0.178 -0.686
H 4.113 0.023 0.474
H 3.682 -0.413 -1.042

Atoms 1-3, force components in eV/Å:
-0.04 -0.60 -0.03
0.00 -0.11 -0.16
-0.25 0.09 0.00

Computed properties:
Total charge: 0
E in eV: -26416.8398
Relative energy (zero: lowest compared OMol25 entry of this formula, charge and spin) in kJ/mol: 80.8
Orbital gap in eV: 9.32
F_max in eV/A: 0.82
SMILES string: C=CN.CSS

# C3H9NS2

2 unconnected molecules or ions with the total composition C3H9NS2 (ωB97M-V with the def2-TZVPD basis set, the Open Molecules 2025 dataset).

Positions of all 15 atoms, in Å:
C -0.607 0.717 2.199
S -0.817 -1.076 2.028
S 1.021 -1.690 1.332
H 0.310 0.861 2.740
H -1.560 1.064 2.572
H -0.552 1.254 1.242
H 1.158 -0.703 0.435
C 0.810 0.906 -1.220
C 0.379 -0.201 -1.851
N -0.929 -0.694 -1.777
H 0.031 1.673 -1.158
H 1.835 1.128 -0.966
H 1.101 -0.851 -2.351
H -1.101 -0.931 -0.805
H -1.079 -1.458 -2.418

Atoms 1-3, force components in eV/Å:
-0.14 -0.29 -1.21
-0.54 0.11 -0.42
0.36 0.03 0.36

Computed properties:
Total charge: 0
E in eV: -26416.1592
Relative energy (zero: lowest compared OMol25 entry of this formula, charge and spin) in kJ/mol: 146.4
Orbital gap in eV: 8.92
F_max in eV/A: 1.76
SMILES string: C=CN.CSS

Please write out number 1 again, unchanged.
# C3H9NS2

A molecular structure, C3H9NS2 (ωB97M-V with the def2-TZVPD basis set, the Open Molecules 2025 dataset).

Positions of all 15 atoms, in Å:
S -1.145 3.781 2.468
S 0.046 -3.040 -1.114
C 0.665 -0.972 -1.514
C -0.091 0.087 -0.681
N -0.441 -0.071 0.741
C -0.176 1.075 1.598
H 1.229 -3.386 -1.525
H 1.287 -0.471 -2.249
H -0.093 -1.541 -1.951
H -1.073 -0.057 -1.168
H 0.199 1.114 -0.944
H -0.027 -0.971 0.962
H -0.809 2.001 1.372
H 0.816 1.483 1.350
H -0.387 0.968 2.657

Atoms 1-3, force components in eV/Å:
-0.15 0.55 0.21
1.12 0.19 1.78
-1.58 0.37 1.36

Computed properties:
Total charge: -1
E in eV: -26412.2528
Expectation value of S²: 0.75
Relative energy (zero: lowest compared OMol25 entry of this formula, charge and spin) in kJ/mol: 530.2
2S+1: 2
Orbital gap (spin up / spin down) in eV: 4.53 / 4.10
F_max in eV/A: 3.87

What is the F_max in the first record?
3.87 eV/A

The lowest relative energy (zero: lowest compared OMol25 entry of this formula, charge and spin) belongs to which entry?
number 3